Record 1
DFT (ωB97M-V with the def2-TZVPD basis set) results for a cluster of 3 separate species, C5H8N2O in total in a non-equilibrium geometry.

The geometry in ORCA input format:
```
! wB97M-V def2-TZVPD RIJCOSX def2/J DEFGRID3
* xyz 0 1
C 0.1111 1.6232 0.6284
C -2.3867 0.0694 -0.1715
C -0.0666 0.3496 -0.0544
N -2.8732 -1.0049 -0.8055
C 2.2072 -0.3838 -0.4641
C 2.8237 -1.1217 0.4310
N -0.0017 -0.6545 -0.6723
O -3.0029 0.9369 0.3911
H -2.2312 -1.6973 -1.1536
H -3.8735 -1.1733 -0.8578
H 2.6320 0.1655 -1.2978
H 0.6895 2.2976 -0.0044
H 0.6499 1.4613 1.5625
H -0.8706 2.0546 0.8333
H 2.2863 -1.6426 1.2213
H 3.9065 -1.2801 0.4138
*
```

Calculated values
E_HOMO (spin up / spin down)	-7.6 / -7.4	eV
LUMO (spin up / spin down)	1.02 / 0.28	eV
energy relative to the best compared isomer or geometry (same formula, charge and spin)	137.3	kcal/mol
DFT total energy	-379.8694	a.u.


Record 2
DFT (ωB97M-V with the def2-TZVPD basis set) results for a structure of composition C5H9ClN2O2S in a non-equilibrium geometry.

The geometry in ORCA input format:
```
! wB97M-V def2-TZVPD RIJCOSX def2/J DEFGRID3
* xyz 0 3
C -0.7253 -0.0346 -0.5506
C -0.2533 -0.7209 0.7324
C -0.7159 1.4217 -0.4457
C 0.8968 0.0229 1.3757
C 2.3948 0.0757 -1.2938
N 0.6575 1.8892 -0.5168
N 3.3903 -0.5803 -0.7585
O 4.4255 -1.0238 -1.2469
O 3.3131 -0.3538 0.5242
S 1.9063 0.9994 0.1774
Cl 0.6777 3.4547 0.2377
H -0.2517 -0.4350 -1.5494
H -1.7364 -0.5432 -0.7818
H -1.0129 -0.6816 1.5437
H -0.1135 -1.7517 0.4721
H -1.3398 1.9382 -1.2760
H -1.2500 1.6931 0.4248
H 0.7223 0.8800 2.0339
H 1.6010 -0.5707 1.7764
H 2.1784 0.2187 -2.3060
*
```

Calculated values
E_HOMO (spin up / spin down)	-5.7 / -9.7	eV
LUMO (spin up / spin down)	0.53 / -1.87	eV
energy relative to the best compared isomer or geometry (same formula, charge and spin)	107.5	kcal/mol
DFT total energy	-1313.9163	a.u.


Record 3
DFT (ωB97M-V with the def2-TZVPD basis set) results for a cluster of 6 separate species, C27H39N3O3 in total in a non-equilibrium geometry.

The geometry in ORCA input format:
```
! wB97M-V def2-TZVPD RIJCOSX def2/J DEFGRID3
* xyz 0 1
C -4.9510 0.5804 -0.3196
C -4.9653 1.9619 -0.6457
C -6.0866 2.6638 -0.2708
N -7.1723 2.1701 0.3068
C -7.1823 0.7989 0.5807
C -6.1111 -0.0261 0.1993
H -4.0889 -0.0074 -0.5983
H -4.0663 2.3297 -1.1179
H -6.1755 3.7146 -0.5039
H -8.0449 0.4165 1.1062
H -6.0889 -1.0996 0.3161
C 2.9516 1.5377 2.5347
C 2.3389 2.7406 2.8822
C 2.3415 3.7977 1.9378
N 2.7567 3.6300 0.6600
C 3.2629 2.3894 0.3290
C 3.3511 1.3204 1.2013
H 3.1284 0.8866 3.3780
H 1.9119 2.8003 3.8724
H 1.7600 4.6871 2.1305
H 3.5274 2.3480 -0.7173
H 3.7036 0.3765 0.8123
C -2.2845 1.4633 2.1593
C -2.7077 0.1494 2.2861
C -2.2765 -0.5024 3.4542
N -1.4355 0.0476 4.4168
C -1.1222 1.3884 4.1878
C -1.6042 2.1359 3.1231
H -2.5478 2.0104 1.2661
H -3.3443 -0.3390 1.5633
H -2.5033 -1.5506 3.5820
H -0.5560 1.9109 4.9446
H -1.3259 3.1757 3.0352
C 0.6597 0.8548 -1.3427
C -0.2157 -0.0572 -2.1758
C -1.4860 0.6382 -2.0734
O -1.5520 1.2001 -0.7730
C -0.2103 1.1212 -0.1714
H 0.9586 1.7940 -1.8082
H 1.4991 0.2231 -1.0522
H -0.3021 -1.0873 -1.8299
H 0.0957 -0.2167 -3.2082
H -2.3392 0.0179 -2.3479
H -1.4583 1.5424 -2.6816
H -0.1953 0.2330 0.4603
H 0.0836 1.9628 0.4558
C 2.2720 -2.9412 1.4554
C 1.2734 -1.8998 1.0397
C -0.0303 -2.6416 1.2461
O 0.2403 -4.0034 1.0238
C 1.6087 -4.2897 0.9659
H 2.4339 -2.9750 2.5327
H 3.2428 -2.8662 0.9655
H 1.2419 -1.6569 -0.0224
H 1.3802 -0.9575 1.5771
H -0.8334 -2.2198 0.6418
H -0.4108 -2.5654 2.2647
H 2.0579 -4.5163 -0.0011
H 1.8884 -4.9621 1.7769
C 3.1898 -0.6781 -4.4788
C 2.7777 -2.1814 -4.4078
C 2.9912 -2.4461 -2.8697
O 4.0734 -1.5721 -2.4266
C 4.3771 -0.6048 -3.4807
H 2.3263 -0.0942 -4.1602
H 3.6008 -0.4171 -5.4540
H 3.4079 -2.8437 -5.0012
H 1.7804 -2.3271 -4.8230
H 3.2787 -3.4918 -2.7596
H 2.1377 -2.3021 -2.2073
H 5.2502 -1.0209 -3.9835
H 4.5128 0.3415 -2.9572
*
```

Calculated values
E_HOMO	-9.6	eV
LUMO	0.58	eV
structure (SMILES)	c1ccncc1.c1ccncc1.c1ccncc1.C1CCOC1.C1CCOC1.C1CCOC1
energy relative to the best compared isomer or geometry (same formula, charge and spin)	38.6	kcal/mol
DFT total energy	-1442.0635	a.u.


Record 4
DFT (ωB97M-V with the def2-TZVPD basis set) results for the molecule C3HN3S in a non-equilibrium geometry.

The geometry in ORCA input format:
```
! wB97M-V def2-TZVPD RIJCOSX def2/J DEFGRID3
* xyz 0 1
C -1.9512 -0.5464 -0.0273
C 1.4495 -0.3032 0.0559
C 0.0768 1.9467 0.0471
N -2.9997 -1.0200 0.0064
N 0.2738 -0.7255 -0.1055
N -0.7618 0.1469 -0.1334
S 1.6006 1.4832 -0.0563
H 2.3120 -0.9818 0.2132
*
```

Calculated values
E_HOMO	-10.0	eV
LUMO	-1.21	eV
energy relative to the best compared isomer or geometry (same formula, charge and spin)	75.1	kcal/mol
DFT total energy	-677.1693	a.u.


Record 5
DFT (ωB97M-V with the def2-TZVPD basis set) results for a structure of composition ClH8NiO4 in a non-equilibrium geometry.

The geometry in ORCA input format:
```
! wB97M-V def2-TZVPD RIJCOSX def2/J DEFGRID3
* xyz 1 3
Ni 1.6398 -1.5217 2.3011
Cl 0.9044 -0.5221 0.5423
O 0.6936 -2.7155 -2.2067
H 0.5974 -2.0761 -1.4977
H 1.5382 -3.1507 -2.0582
O 0.4311 2.5991 2.3852
H -0.3090 3.0276 1.9425
H 0.1797 1.6754 2.4443
O -2.1456 0.4574 1.3717
H -1.4369 0.6422 0.7495
H -2.1763 -0.5002 1.4554
O 0.1888 0.6365 -2.8224
H 0.4342 0.2189 -1.9942
H -0.5394 1.2292 -2.6129
*
```

Calculated values
E_HOMO (spin up / spin down)	-14.3 / -14.3	eV
LUMO (spin up / spin down)	-8.55 / -10.31	eV
energy relative to the best compared isomer or geometry (same formula, charge and spin)	25.3	kcal/mol
DFT total energy	-2273.8346	a.u.


Record 6
DFT (ωB97M-V with the def2-TZVPD basis set) results for a structure of composition C43H43BCsGeN8S2 in a non-equilibrium geometry.

The geometry in ORCA input format:
```
! wB97M-V def2-TZVPD RIJCOSX def2/J DEFGRID3
* xyz -2 2
Cs -0.1576 -0.5635 0.2565
C -3.7579 0.5336 -2.6038
N -2.4449 -0.0305 -2.8282
C -2.4649 -1.2511 -3.5998
C -3.3589 -2.3482 -3.0071
N -3.0190 -2.7119 -1.6532
C -1.8015 -3.4936 -1.5562
C -4.0781 -3.2528 -0.8845
C -5.1413 -3.9303 -1.4667
C -6.1982 -4.4208 -0.7153
C -6.1978 -4.2350 0.6563
C -5.1433 -3.5847 1.2587
C -4.0628 -3.0844 0.5221
S -2.7918 -2.3102 1.3745
C -1.4386 0.8957 -3.1507
C -0.7272 0.8233 -4.3455
C 0.3035 1.6990 -4.6489
C 0.6267 2.7087 -3.7601
C -0.0837 2.8206 -2.5825
C -1.0948 1.9239 -2.2366
S -1.8396 2.1193 -0.6855
H -4.3063 0.6734 -3.5531
H -3.6558 1.4965 -2.1104
H -4.3378 -0.1135 -1.9496
H -1.4399 -1.6210 -3.6550
H -2.8348 -1.0763 -4.6330
H -3.2852 -3.2117 -3.6973
H -4.3950 -2.0039 -3.0194
H -1.8717 -4.4145 -2.1633
H -1.6430 -3.7753 -0.5194
H -0.9385 -2.9230 -1.8912
H -5.1470 -4.0979 -2.5375
H -7.0072 -4.9520 -1.2038
H -7.0206 -4.6062 1.2557
H -5.1281 -3.4400 2.3294
H -0.9866 0.0754 -5.0829
H 0.8356 1.5935 -5.5860
H 1.4230 3.4072 -3.9773
H 0.1360 3.6099 -1.8777
C 3.2046 -1.8162 -4.1098
C 1.9800 -2.3659 -3.7278
N 2.0808 -2.9638 -2.5523
N 3.3388 -2.8189 -2.1516
C 4.0436 -2.1319 -3.0632
B 3.8656 -3.2926 -0.7858
N 4.1864 -2.0536 0.0580
C 5.1836 -1.9259 0.9503
C 5.1511 -0.6422 1.4517
C 4.0705 -0.0543 0.7897
N 3.5066 -0.9155 -0.0391
N 2.7854 -4.1466 -0.1174
C 2.6047 -5.4650 -0.2982
C 1.4944 -5.8512 0.4189
C 1.0548 -4.6645 1.0130
N 1.8430 -3.6577 0.6811
H 3.4288 -1.2585 -4.9984
H 1.0478 -2.3625 -4.2621
H 5.0801 -1.9057 -2.9173
H 4.8655 -3.9496 -0.9146
H 5.8552 -2.7338 1.1634
H 5.8010 -0.1992 2.1838
H 3.7133 0.9557 0.8628
H 3.2746 -6.0368 -0.9124
H 1.0649 -6.8334 0.4995
H 0.2281 -4.5136 1.6832
C 4.7470 4.1324 1.6909
C 4.2185 3.6657 2.8822
C 2.9183 3.1972 2.9291
C 2.1114 3.1801 1.7978
C 2.6665 3.6420 0.6082
C 3.9613 4.1221 0.5498
Ge 0.2302 2.4037 1.7571
C 0.1170 1.9761 3.7417
C -0.5316 2.7806 4.6686
C -0.5392 2.4710 6.0184
C 0.1127 1.3373 6.4712
C 0.7571 0.5148 5.5632
C 0.7476 0.8305 4.2154
C -0.8313 4.1141 1.7946
C -2.1843 4.0189 2.1063
C -3.0140 5.1222 2.0771
C -2.5073 6.3579 1.7064
C -1.1691 6.4716 1.3755
C -0.3441 5.3599 1.4233
H 5.7658 4.4998 1.6519
H 4.8282 3.6695 3.7802
H 2.5205 2.8317 3.8671
H 2.0671 3.6057 -0.2937
H 4.3693 4.4800 -0.3888
H -1.0390 3.6738 4.3289
H -1.0478 3.1205 6.7230
H 0.1250 1.1012 7.5298
H 1.2725 -0.3736 5.9107
H 1.2615 0.1779 3.5174
H -2.5874 3.0481 2.3677
H -4.0623 5.0233 2.3363
H -3.1568 7.2269 1.6701
H -0.7676 7.4356 1.0774
H 0.7034 5.4607 1.1652
*
```

Calculated values
E_HOMO (spin up / spin down)	-1.6 / -1.6	eV
LUMO (spin up / spin down)	3.75 / 2.95	eV
energy relative to the best compared isomer or geometry (same formula, charge and spin)	32.2	kcal/mol
DFT total energy	-5020.8049	a.u.


Question: Among the records above, which one has the highest energy relative to the best compared isomer or geometry (same formula, charge and spin)?
Answer: C5H8N2O